Entry 1:
{"formula": "C25H36O2P2SiV", "method": "wB97M-V/def2-TZVPD", "spin_multiplicity": 4, "s2": 3.80, "homo_energy_ev": [-6.09, -6.31], "gap_ev": [6.46, 6.61], "lumo_ev": [0.3697, 0.2998], "total_charge": 0, "total_energy_ev": -82746.3521, "symbols": ["H", "C", "H", "H", "C", "H", "H", "O", "H", "H", "H", "C", "H", "H", "H", "C", "H", "H", "C", "C", "V", "H", "H", "H", "H", "H", "C", "H", "C", "C", "H", "P", "C", "C", "H", "C", "H", "H", "H", "H", "C", "C", "Si", "C", "C", "H", "H", "C", "P", "C", "H", "O", "C", "H", "H", "C", "H", "H", "C", "C", "C", "C", "C", "H", "H", "H", "H"], "xyz": [[-1.95645, -0.98515, -3.11515], [-1.58679, 2.03809, 4.86844], [0.45153, 0.36490, -3.65733], [1.11195, -3.40047, 3.14014], [-3.74914, 1.46439, -1.87174], [1.43616, 5.74502, 1.46294], [3.71720, 4.99494, 0.72823], [-2.28868, -2.56710, 0.01037], [1.51149, -2.91324, -0.77225], [3.59155, -1.19437, 0.99992], [-3.49485, 0.75079, 0.15308], [3.12346, 2.92879, 0.49788], [-1.70420, -1.99577, -4.58208], [1.94607, -3.48127, -4.04619], [-3.95594, -0.33645, 4.24298], [0.58235, -3.13091, 2.21444], [1.96236, -0.51531, -3.98600], [0.58453, -0.64650, -5.13579], [-3.15523, 2.11795, -2.95777], [-3.11053, 0.34449, 4.08082], [0.50465, -1.59616, -0.69655], [0.49471, -3.41945, -5.09588], [4.10085, 2.57648, 0.16697], [2.25726, 0.95852, 0.38639], [-0.43001, 4.10014, 1.57419], [-0.01084, -2.22316, 2.39342], [0.57011, 3.77476, 1.26088], [3.78787, -4.07768, 0.28461], [-1.54777, -1.93261, -3.49538], [2.90222, 4.27106, 0.80524], [-1.21639, 2.67447, 5.66502], [1.83200, -2.84959, 0.92195], [-1.02544, 2.12296, 3.59390], [0.86977, -0.55938, -4.07749], [-0.21284, 2.81708, 3.41602], [1.62569, 4.69792, 1.20601], [-0.08741, -3.94968, 1.92514], [1.48626, 0.01741, -1.68005], [0.47420, -4.38020, -3.58509], [2.38132, -5.16505, 0.51597], [-1.11947, 2.35619, -1.66744], [2.80251, -1.51929, 1.68564], [-0.63500, 1.24207, 0.88084], [2.91784, -4.29429, 0.92137], [2.07563, 2.00843, 0.59388], [-2.84885, -0.29711, 2.02840], [2.07481, -0.25919, -1.23039], [-1.19343, -2.35108, -0.35538], [0.24395, -1.99784, -3.12456], [-1.49685, 1.32564, 2.54620], [2.18370, -0.65427, 1.95267], [-0.06962, -0.23230, 0.68536], [-1.69773, 1.66951, -0.59719], [3.25583, -1.92740, 2.59777], [-3.07225, 1.06864, 6.11610], [-2.63749, 1.15011, 5.11903], [-4.80055, 1.17080, -1.91223], [-1.36024, 3.10013, -3.67135], [0.84780, -3.45986, -4.05449], [-1.83122, 2.55458, -2.85497], [0.79097, 2.43290, 0.92405], [-3.01817, 1.23592, -0.70195], [-2.51659, 0.39817, 2.81337], [-3.73577, 2.32456, -3.85853], [-2.05271, -2.76848, -2.99313], [-0.11824, 2.77324, -1.55747], [3.23807, -4.49040, 1.95417]]}


Entry 2:
{"formula": "C35H37N4S", "method": "wB97M-V/def2-TZVPD", "homo_energy_ev": -9.70, "gap_ev": 5.41, "lumo_ev": -4.2905, "total_charge": 1, "total_energy_ev": -53685.0377, "symbols": ["H", "H", "C", "H", "H", "H", "H", "C", "H", "C", "H", "N", "N", "H", "H", "H", "C", "S", "H", "H", "C", "C", "H", "C", "H", "H", "C", "H", "H", "H", "C", "C", "C", "C", "C", "N", "H", "H", "H", "C", "C", "C", "H", "C", "C", "H", "H", "C", "C", "C", "H", "H", "H", "N", "H", "H", "H", "C", "C", "C", "C", "C", "C", "H", "C", "C", "H", "H", "C", "C", "C", "H", "C", "C", "C", "H", "H"], "xyz": [[0.78748, -0.61749, -0.11638], [5.41012, 3.56749, 1.99945], [1.15480, -2.54495, 0.69608], [-8.09768, 2.17421, 1.51201], [2.02826, 6.15609, 1.85223], [-0.17035, -3.73901, 3.57547], [2.85779, -3.94689, -6.55026], [2.20465, -1.74289, -4.09695], [1.68166, -4.73434, 3.90599], [-5.15298, 0.72919, 2.02692], [1.53046, -6.50707, 0.73910], [-6.55051, 0.85641, 2.02067], [1.40077, 1.20769, -1.81885], [1.60097, 1.83562, -5.55957], [1.29465, -5.06659, -0.24634], [-1.21048, -1.53854, 3.54935], [-7.23079, 2.13792, 2.16524], [1.67129, -1.42049, -2.43960], [1.77090, 0.64448, 1.78498], [2.08300, -3.86110, -4.20145], [-4.33167, 1.82314, 2.33342], [-4.51750, -0.47516, 1.68204], [-5.11765, -1.33438, 1.43796], [0.91860, -3.44257, 1.74938], [2.64744, 2.80233, -1.97013], [0.22262, 2.70228, -3.84437], [-2.32743, 0.54281, 1.88685], [-2.38392, 2.59758, 2.51649], [1.81204, -2.83739, -0.10365], [2.90500, -5.45099, 0.38974], [2.33898, -2.95906, -4.73488], [1.59987, 4.07295, 1.77586], [0.59467, -1.29567, 0.69533], [2.77463, -2.99714, -6.04593], [2.44250, 5.16108, 1.86438], [2.21094, 0.58784, -3.99219], [0.77709, -6.07882, 3.19250], [2.53899, -6.03667, 3.09694], [-7.57148, 2.26487, 3.18855], [-0.53335, -1.82070, 2.76079], [-0.88521, 0.44040, 1.76462], [3.09847, -1.82378, -6.71260], [-2.69709, -1.50474, 1.35972], [-2.96867, 1.73888, 2.25032], [-0.26789, -0.89638, 1.73257], [0.98854, 3.16913, -1.53175], [-4.78012, 2.74541, 2.63991], [0.05827, -3.04643, 2.78248], [3.80858, 4.98201, 1.96042], [-0.08228, 1.60829, 1.73241], [0.54076, 4.23503, 1.69147], [4.45549, 5.84042, 2.05959], [-6.58589, 2.96601, 1.89332], [1.54135, -4.69869, 1.80651], [3.09578, 2.32251, -4.77988], [-7.72739, -0.22274, 0.66578], [-7.07484, -1.19694, 1.99555], [1.27761, 1.59984, 1.75808], [2.11860, 2.76832, 1.79119], [-3.15144, -0.56672, 1.62124], [1.83922, -5.47204, 0.60379], [-7.48140, -0.22840, 1.72406], [2.09091, 1.93200, -4.58570], [3.45312, -1.86625, -7.72602], [2.49924, -0.55744, -4.77707], [1.74403, 0.33393, -2.69828], [-8.40240, -0.08192, 2.28335], [3.22819, 0.30586, -6.59060], [4.34326, 3.70646, 1.94416], [1.60384, 2.54368, -2.19296], [1.29403, 2.84943, -3.66464], [-0.57987, 2.55887, 1.71658], [3.51046, 2.61136, 1.86051], [2.96612, -0.60387, -6.08267], [1.63926, -5.42876, 3.06869], [3.92734, 1.61845, 1.85755], [1.49767, 3.90280, -3.89885]]}


Entry 3:
{"formula": "C27H26O5", "method": "wB97M-V/def2-TZVPD", "homo_energy_ev": -5.36, "gap_ev": 2.70, "lumo_ev": -2.6622, "total_charge": 0, "total_energy_ev": -38653.8039, "symbols": ["C", "C", "H", "H", "C", "H", "C", "C", "H", "H", "H", "O", "C", "H", "H", "H", "C", "C", "H", "H", "C", "C", "H", "H", "H", "C", "C", "H", "H", "C", "H", "H", "C", "H", "H", "C", "C", "O", "C", "C", "O", "H", "C", "C", "H", "C", "H", "H", "C", "C", "C", "H", "C", "C", "O", "C", "H", "O"], "xyz": [[-1.50879, -2.82964, -3.02305], [2.94857, -1.55703, -0.62724], [-1.21913, -1.34994, 4.30838], [4.29528, 1.97642, 2.63355], [-0.14434, -1.58570, 4.25861], [-2.57696, 4.56344, -2.83737], [-4.25117, -2.49308, -2.52792], [-2.40696, -3.84976, -3.33897], [-4.46467, -4.50655, -3.27317], [-3.81640, 0.57704, 3.27060], [5.48416, 1.34064, -0.05240], [-0.76787, 2.53654, 3.76284], [1.23761, 0.09357, -1.39153], [-0.44525, -2.96233, -3.22922], [6.16183, -1.01104, 0.37797], [-5.31236, -2.38401, -2.28711], [4.23833, -1.83857, -0.19107], [-1.04202, -0.52779, -2.13519], [4.54821, -2.87236, -0.01381], [4.23575, 1.61069, 4.38415], [0.54375, 0.58525, 3.18501], [-3.77071, -3.69150, -3.06876], [2.25944, -2.38545, -0.79263], [-3.15090, 2.84112, -4.54215], [-2.53190, 0.46848, -4.15048], [3.48365, 0.81520, -0.65891], [1.82504, 1.33011, 3.04974], [-3.02831, 1.65048, 4.47227], [-1.35737, 3.93280, -0.75829], [-1.16093, 1.85830, -1.33762], [-3.11641, 2.14314, 2.76020], [-2.04518, -4.77444, -3.79464], [4.76674, 0.52900, -0.21604], [0.36159, -1.45030, 5.22227], [-0.59211, 1.59238, -0.44452], [-1.48763, 0.85702, -2.28164], [-2.61819, 2.55987, -3.62931], [1.89610, 2.52172, 2.78800], [-1.58109, 3.17742, -1.51735], [-2.25791, 1.23103, -3.41462], [2.90114, 0.51800, 3.21082], [-0.00064, -2.60275, 3.87850], [-3.00655, 1.28736, 3.44023], [5.15253, -0.79883, 0.02410], [0.46459, -1.89492, -1.53280], [4.17257, 1.17781, 3.37912], [1.06490, 1.13824, -1.64412], [-3.75548, -0.49235, -1.90749], [2.53728, -0.22303, -0.88371], [-2.28188, 3.52875, -2.67467], [-3.36879, -1.43946, -2.29341], [3.18809, 1.84925, -0.85312], [-0.68899, 1.37045, 3.38819], [-1.97080, -1.59888, -2.50010], [0.54183, -0.72705, 3.25164], [0.24793, -0.83310, -1.65652], [4.95593, 0.42245, 3.25388], [-1.78514, 0.59587, 3.18092]]}


Entry 4:
{"formula": "H5NO2Si", "method": "wB97M-V/def2-TZVPD", "homo_energy_ev": -10.79, "gap_ev": 11.37, "lumo_ev": 0.5772, "total_charge": 0, "total_energy_ev": -13544.5393, "symbols": ["O", "N", "H", "H", "H", "Si", "H", "O", "H"], "xyz": [[0.66470, -1.60249, 0.02926], [0.86137, 1.24662, 0.29417], [1.20549, 2.10340, 0.05827], [-2.44259, -0.47264, 0.78755], [1.98425, -0.22966, -1.70797], [1.14488, -0.28256, -0.48237], [-0.01073, 1.07624, 0.78683], [-2.04240, -0.61125, -0.03139], [-1.36496, -1.22766, 0.26565]]}